Entry i
ORCA calculation (the ωB97M-V functional and the def2-TZVPD basis) on C4H5ClS2 in the gas phase.

Kohn-Sham gap = 7.39 eV
E_HOMO = -8.64 eV

```
12
Properties=species:S:1:pos:R:3:mulliken_charge:R:1
C 2.08 0.29 0.56 -0.7177
C -0.61 -0.32 -0.37 0.3465
C -1.43 -1.31 0.05 -0.3191
C -1.08 0.91 -0.71 -0.6171
H 1.79 1.33 0.61 0.2985
H 3.18 0.26 -0.04 0.2397
H 2.17 -0.11 1.64 0.2648
H -1.25 -2.21 0.53 0.4132
H -0.44 1.34 -1.32 0.4545
S 1.09 -0.66 -0.70 -0.0436
S -2.35 1.77 -0.13 -0.1997
Cl -3.14 -1.28 -0.12 -0.1201
```

***

Entry ii
ORCA calculation (the ωB97M-V functional and the def2-TZVPD basis) on C4H5ClS2 in the gas phase.

Kohn-Sham gap = 8.40 eV
E_HOMO = -8.91 eV

```
12
Properties=species:S:1:pos:R:3:mulliken_charge:R:1
C 0.31 2.13 -0.41 -0.9157
C -0.39 0.92 0.11 0.3219
C 1.75 -0.64 0.64 -0.1690
C -1.50 0.55 -0.56 -0.3027
H -0.23 2.66 -1.25 0.3117
H 0.27 2.83 0.44 0.2847
H 1.37 1.87 -0.57 0.2495
H 2.60 -0.91 1.37 0.3099
H -1.91 1.13 -1.34 0.3518
S 0.21 0.02 1.39 -0.0703
S 2.10 -0.69 -0.94 -0.2031
Cl -2.36 -0.86 -0.26 -0.1687
```

***

Stability summary: most stable entry ii, least stable entry i.